# 1
Molecular formula: C6H6N4O3S2
Method: DFT, ωB97M-V/def2-TZVPD

Values from the calculation:
HOMO level: -0.3326 hartree
Net charge: 0
Energy relative to the best compared isomer or geometry (same formula, charge and spin): 53.2 kcal/mol
Maximum force: 0.1166 hartree/bohr
Frontier orbital gap: 7.9 eV
Total energy: -40088.3270 eV

Geometry as XYZ:
```
21
Properties=species:S:1:pos:R:3:lowdin_charge:R:1
S 0.30620 -0.19255 -1.38084 0.98
S -0.42291 -0.06452 0.70084 0.55
O 0.14698 1.01036 1.41192 -0.26
O -0.32244 -1.41821 1.14177 -0.30
O 0.17239 0.98958 -2.08815 -0.43
N -2.12641 0.22478 0.51964 -0.19
N 2.10893 -0.25150 -0.47923 -0.20
N -4.06908 -0.40148 -0.30098 0.07
N 4.27365 0.27398 -0.14373 0.06
C -2.83217 1.35173 0.27990 -0.08
C -2.89854 -0.81164 0.05742 -0.22
C 2.63946 -1.31649 0.24812 -0.09
C 3.13584 0.62096 -0.70222 -0.25
C 3.98651 -0.94448 0.39795 -0.14
C -4.02708 0.92587 -0.28544 -0.14
H 4.73678 -1.38257 0.94964 0.07
H 2.00092 -2.01291 0.56886 0.05
H -2.25159 2.24863 0.42426 0.12
H 2.99975 1.57550 -1.30119 0.14
H -5.00126 1.40027 -0.39175 0.11
H -2.55592 -1.82528 0.37323 0.14
```

# 2
Molecular formula: C26H68N2Na2O11V
Method: DFT, ωB97M-V/def2-TZVPD

Values from the calculation:
HOMO level (alpha / beta): -0.4963 / -0.4963 hartree
Net charge: +3
Expectation value of S²: 6.017
2S+1: 5
Maximum force: 0.0732 hartree/bohr
Frontier orbital gap (alpha / beta): 3.0 / 3.0 eV
Total energy: -88057.0773 eV

Geometry as XYZ:
```
110
Properties=species:S:1:pos:R:3:mulliken_spin:R:1
V 3.21276 -4.30878 0.39134 3.14
Na 5.51466 -2.05946 -1.75361 0.00
Na 5.60416 -1.31442 1.89362 0.00
O -4.02443 -2.09822 1.56502 0.00
O -1.97891 -3.17254 0.17349 0.00
O -0.09632 -5.33811 2.04749 0.00
O 4.39790 1.93863 -0.14902 0.00
O -3.22324 2.72046 -2.28247 0.06
O 5.40082 -4.74173 0.56724 0.00
O -0.76940 -5.19950 -1.32587 0.00
O 3.83709 -2.16592 0.09850 -0.03
O 2.68876 -2.08351 -5.78801 0.00
O 1.15093 -3.61425 0.07599 -0.10
O -1.17210 -0.10914 5.99941 0.00
N -0.42842 0.34663 4.91731 0.00
N -2.02603 3.00639 -2.87872 0.70
C -1.71263 2.48120 4.59052 0.00
C -4.10541 -0.41892 -0.04887 0.00
C -0.33048 1.80246 4.67568 0.00
C -0.71994 3.85492 -4.80014 0.03
C -0.88934 2.32667 -2.15674 0.02
C -0.92036 0.76944 -2.30815 0.07
C 0.41131 -2.05601 4.59573 0.00
C 1.63647 1.28337 3.07621 0.00
C 0.49012 3.01784 -4.27524 -0.02
C -2.15736 3.28251 -4.32739 -0.01
C 0.46411 2.52649 5.78500 0.00
C -2.68288 -0.14824 1.95920 0.00
C -3.99938 -0.71530 1.48270 0.00
C 1.22824 -0.86875 -4.34165 0.00
C 0.76905 -0.55496 4.72234 0.00
C 1.15274 -3.46376 -4.45633 0.00
C 1.40242 -0.19519 3.36813 0.00
C 1.84358 -0.44929 5.85178 0.00
C -0.86199 2.68621 -0.61774 0.02
C 2.56172 -1.48447 0.03378 0.08
C 0.39690 2.01814 3.32693 0.00
C 0.40088 2.88141 -2.74717 0.01
C 2.07203 -2.14786 -4.52535 0.00
C -2.48122 2.02388 -5.19612 0.09
C 1.26531 -2.27807 -0.35404 -0.01
C -3.09828 4.46335 -4.56837 0.03
H 6.02081 -4.01493 0.50716 0.00
H -4.13694 4.24160 -4.32322 0.00
H -3.01894 4.62680 -5.64312 0.00
H 0.60138 3.84264 -2.27394 0.00
H 5.79914 -5.34577 1.19391 0.00
H -2.55762 0.88354 1.63084 0.00
H -1.04159 -3.04591 0.02642 0.00
H 0.40631 -0.73041 -5.04407 0.00
H -1.31407 -5.14999 -0.54030 0.00
H -4.11603 0.65645 -0.22650 0.00
H -4.94709 -2.33085 1.69218 0.00
H -0.38182 -2.28452 3.88381 0.00
H 0.41836 -1.67713 -0.02292 0.01
H 1.42405 3.42050 -4.66733 0.00
H 1.06104 -2.16416 -1.41865 -0.08
H -0.09803 -4.52990 -1.19500 0.01
H -1.75872 3.36865 3.95933 0.00
H 3.81992 1.27896 -0.53241 0.00
H 0.71713 3.04631 3.15839 0.00
H 0.71654 -1.02310 -3.39168 0.00
H 0.38330 -4.79701 1.42028 0.00
H 1.40248 -0.23229 6.82464 0.00
H -0.83445 3.76392 -0.45688 -0.01
H -3.37159 3.52448 -1.77932 0.02
H -3.37756 -0.97313 -0.64149 0.00
H 1.94302 -0.04942 -4.26489 0.00
H -0.02422 2.22335 -0.09620 0.00
H 2.32448 -0.77468 3.32237 0.00
H -4.77320 -0.15768 2.01029 0.00
H 2.06461 1.50109 2.09774 0.00
H 0.43860 -3.50787 -3.63404 0.00
H 2.45840 1.57077 3.73190 0.00
H -3.28571 1.50923 -4.67073 0.00
H 2.37985 -1.15450 1.05659 -0.03
H -1.56502 1.47269 -5.40790 0.00
H -2.24639 -2.41031 0.68701 0.00
H -0.63987 3.93165 -5.88448 0.00
H 0.88662 -0.76585 2.59586 -0.01
H -1.99078 -0.40487 5.59456 0.00
H -0.05739 0.30320 -1.83275 0.01
H 3.33724 -2.79126 -5.77511 0.00
H -2.38865 1.75350 4.14157 0.00
H -2.21407 2.80753 5.50166 0.00
H -2.62958 -0.29574 3.03786 0.00
H 2.49406 -1.31899 5.94450 0.00
H 0.40975 3.61126 5.69333 0.00
H 2.56648 0.33132 5.61479 0.00
H 1.17394 2.23447 -2.33251 0.00
H 5.16412 1.94891 -0.72263 0.00
H -1.78119 2.23113 -0.24885 0.00
H -0.98560 -5.38176 1.69606 0.00
H -0.65142 4.84301 -4.34509 -0.01
H -2.83156 2.33860 -6.17913 0.00
H -1.15613 0.42509 -3.31509 -0.01
H -4.96722 -0.92055 -0.48905 0.00
H -1.80195 0.34942 -1.82394 -0.01
H 0.56586 -3.53940 -5.37173 0.00
H 0.06928 -2.39454 5.57374 0.00
H 0.39301 2.02709 -4.71919 0.00
H -0.30576 1.82619 2.51605 0.00
H 0.01240 2.43421 6.77269 0.00
H 2.80479 -2.10820 -3.71938 0.00
H 1.83879 -4.30954 -4.41077 0.00
H -1.78983 -0.59709 1.52434 0.00
H 1.50020 2.20723 5.89760 0.00
H 2.70654 -0.55321 -0.51383 0.00
H 1.31478 -2.61693 4.35655 0.00
H -2.80109 5.37298 -4.04649 0.00
```

# 3
Molecular formula: C3H3FeO3
Method: DFT, ωB97M-V/def2-TZVPD

Values from the calculation:
HOMO level (alpha / beta): -1.0061 / -1.0079 hartree
Net charge: +3
Expectation value of S²: 6.004
2S+1: 5
Maximum force: 0.0738 hartree/bohr
Frontier orbital gap (alpha / beta): 11.5 / 10.3 eV
Total energy: -43650.3474 eV

Geometry as XYZ:
```
10
Properties=species:S:1:pos:R:3:mulliken_spin:R:1
Fe -2.73326 1.21211 -2.20459 3.87
O -1.33014 1.54432 -1.03244 0.07
O -0.67393 -0.00146 0.47165 0.02
O 0.43469 1.90363 0.36219 0.00
C 0.98846 1.26089 1.29863 0.00
C 0.37008 -0.05239 1.46079 0.00
C -0.65045 1.11534 -0.15171 0.04
H 1.07658 -0.87286 1.24080 0.00
H 1.99795 1.52882 1.64629 0.00
H -0.05295 -0.18868 2.47227 0.00
```

# 4
Molecular formula: C45H45CoN7O3PS
Method: DFT, ωB97M-V/def2-TZVPD

Values from the calculation:
HOMO level (alpha / beta): -0.3583 / -0.3614 hartree
Net charge: +1
Expectation value of S²: 0.981
2S+1: 2
Maximum force: 0.0259 hartree/bohr
Frontier orbital gap (alpha / beta): 7.5 / 7.9 eV
Total energy: -121716.0238 eV

Geometry as XYZ:
```
103
Properties=species:S:1:pos:R:3:mulliken_spin:R:1
Co -0.83929 -1.19839 0.32701 1.03
S 1.46766 -2.31395 -1.83313 0.00
P 1.00660 -1.83797 1.57667 -0.03
O -3.08781 4.33659 -2.53255 0.00
O -5.32439 0.78468 2.11330 0.00
O 0.36736 2.51677 0.10021 0.00
N -1.31665 0.47997 -0.58734 0.00
N -0.92545 -3.14590 -0.25742 0.00
N -2.47171 2.49286 -0.83576 0.00
N 3.31267 -2.22010 -3.70769 0.00
N 0.59258 -3.51411 1.46541 0.00
N -3.16930 0.96778 0.72627 0.01
N 3.37133 -0.46552 -2.16580 0.00
C -1.46470 -5.84848 -0.45165 -0.01
C -0.28182 0.47501 -2.79695 -0.01
C -3.01180 3.68580 -0.30688 0.00
C 0.97564 -1.46809 6.17709 0.00
C 4.75218 -0.43299 0.90333 0.00
C 4.41187 0.01572 -2.81968 0.00
C 3.54107 -2.93707 0.92444 0.01
C -2.09851 -4.94403 -1.30409 0.00
C -1.80420 -3.61362 -1.15883 0.01
C -0.56361 -5.39346 0.48016 0.01
C 5.00431 1.28052 -2.28082 0.00
C -4.80792 -1.44510 2.91771 0.01
C -0.13729 -1.10681 5.42853 0.00
C 4.83408 -2.55224 -5.57441 0.00
C -3.86917 5.88446 -0.82929 0.00
C -0.09856 -1.18678 4.04280 -0.01
C -6.00328 1.18666 3.30427 0.00
C 4.90220 -2.82242 0.66652 0.00
C 0.46551 2.08084 -1.17416 0.01
C -3.31861 -0.23810 1.45048 -0.04
C 1.30044 2.65056 -2.12636 0.00
C 2.78376 -1.80038 1.18015 0.01
C -2.40730 -1.28221 1.44262 -0.11
C 1.33414 2.13142 -3.41806 -0.01
C 1.05083 -1.64487 3.39337 0.01
C -4.06542 6.12716 0.52965 0.00
C -4.50275 -0.30778 2.20232 0.00
C 4.96023 -0.60617 -3.96006 0.00
C 2.13176 -1.89815 5.53838 0.00
C 0.56476 1.03294 -3.75222 0.00
C 3.39352 -0.54807 1.15679 0.02
C 2.77987 -1.60601 -2.59109 0.00
C -0.29881 -4.02063 0.54589 0.01
C -0.36461 1.00351 -1.52265 0.01
C -3.34478 4.67371 -1.24431 0.00
C -3.16709 3.95686 1.04505 0.00
C 5.51069 -1.57117 0.66095 0.00
C 4.37956 -1.75663 -4.39497 0.00
C -2.73658 -2.42331 2.18137 0.06
C -3.40968 5.29323 -3.53640 0.00
C 2.17311 -1.98479 4.15238 0.00
C -3.91446 -2.51443 2.89983 -0.01
C -3.70755 5.17256 1.46233 0.00
C 1.06441 3.71203 0.42707 0.00
C -2.27596 1.29476 -0.21188 0.00
H 2.85213 -3.07346 -3.98948 0.00
H 5.22163 0.54487 0.89963 0.00
H -4.12668 6.64804 -1.55214 0.00
H 5.71478 -2.10203 -6.02430 0.00
H 1.00346 -4.17850 2.10112 0.00
H 4.23046 2.05035 -2.25451 0.00
H -2.28125 -2.86163 -1.77817 0.00
H -2.83766 3.23475 1.78181 0.00
H 0.75264 4.53728 -0.21685 0.00
H -2.80614 -5.26905 -2.05436 0.00
H 5.32506 1.11445 -1.24986 0.00
H -5.73281 -1.51579 3.47619 0.00
H 2.14568 3.57705 0.34644 0.00
H -4.46922 5.55251 -3.50614 0.00
H 5.84943 1.62868 -2.87334 0.00
H -0.95952 -0.89190 3.45974 0.00
H -4.48823 7.07305 0.84600 0.00
H 3.08484 -2.31003 3.66565 0.00
H 3.00767 -2.16398 6.11973 0.00
H 5.81820 -0.19352 -4.47180 0.00
H -6.60663 0.38162 3.72090 0.00
H 6.57490 -1.48610 0.47204 0.00
H 5.07663 -3.57407 -5.27338 0.00
H -6.65737 2.00576 3.02254 0.00
H 0.60011 0.61799 -4.75356 0.00
H -5.28828 1.52832 4.05558 0.00
H 5.49048 -3.71289 0.47267 0.00
H -3.18246 4.82369 -4.48689 0.00
H -1.03811 -0.75923 5.92261 0.00
H -2.04685 -3.26068 2.21157 0.00
H -0.90955 -0.37395 -3.04271 0.00
H -1.68197 -6.90818 -0.51795 0.00
H 0.94557 -1.40682 7.25944 0.00
H 0.80618 3.94387 1.45471 0.00
H 1.92262 3.49882 -1.86974 0.00
H 1.96498 2.60244 -4.16408 0.00
H -4.15486 -3.41919 3.44737 0.00
H 4.04351 -2.60393 -6.32705 0.00
H -2.02423 2.59436 -1.73425 0.00
H -0.06867 -6.07126 1.16492 0.00
H -3.94692 1.59967 0.84172 0.00
H -2.80951 6.19772 -3.42345 0.00
H -3.83290 5.36717 2.52104 0.00
H 3.07597 -3.91566 0.90907 0.00
H 2.79984 0.34268 1.34363 0.00
```

# 5
Molecular formula: C8H17OP2Ti
Method: DFT, ωB97M-V/def2-TZVPD

Values from the calculation:
HOMO level (alpha / beta): -0.0162 / -0.0594 hartree
Net charge: -1
Expectation value of S²: 2.061
2S+1: 3
Energy relative to the best compared isomer or geometry (same formula, charge and spin): 0.0 kcal/mol
Maximum force: 0.0445 hartree/bohr
Frontier orbital gap (alpha / beta): 3.0 / 4.0 eV
Total energy: -52307.7722 eV

Geometry as XYZ:
```
29
Properties=species:S:1:pos:R:3:mulliken_spin:R:1
Ti 0.61532 -1.03836 -0.05766 2.30
P -1.00689 1.88921 0.03583 -1.08
P -1.50591 -1.85759 1.35988 0.05
O -0.89451 0.40040 -0.36654 0.02
C -0.64524 2.14983 1.78924 0.59
C 0.66724 -3.03523 -0.15153 -0.24
C 2.25650 -0.74584 -1.12306 -0.35
C -2.69319 2.69283 -0.04179 0.16
C 3.04457 -3.13808 -0.96054 -0.14
C -0.15447 2.87799 -1.20334 0.18
C 1.87515 -3.66529 -0.44932 0.22
C 3.18378 -1.77532 -1.27034 0.30
H -0.88480 1.26862 2.41038 0.02
H -2.04688 -3.06104 1.79383 0.00
H -3.45186 2.22706 0.62726 0.00
H 4.17349 -1.55961 -1.69190 0.01
H -0.56495 2.50166 -2.17502 0.02
H -2.46640 3.70882 0.32326 0.00
H -0.38701 3.93411 -1.08813 -0.05
H -3.07001 2.76883 -1.08643 0.01
H 0.39614 2.44714 2.00717 -0.07
H 0.94409 2.72522 -1.19983 0.07
H -0.11453 -3.75006 0.14015 -0.02
H -1.30447 2.96648 2.08645 -0.02
H 1.95180 -4.75005 -0.28782 0.02
H -2.69317 -1.43791 0.72473 0.03
H -1.71673 -1.15097 2.56109 0.00
H 3.90228 -3.79860 -1.14691 -0.01
H 2.59066 0.20573 -1.55912 -0.02
```